This record from the OMol25 dataset describes a molecular structure, C31H62FIO6Si at a distorted geometry. The level of theory is ωB97M-V/def2-TZVPD.

XYZ file:
```
102
C31H62FIO6Si (ωB97M-V/def2-TZVPD)
C -1.53635 0.24426 -2.63857
O -1.08235 -1.01442 -3.08454
C 0.32339 -1.19700 -3.02719
C 0.68771 -2.40333 -3.87379
C 0.22393 -3.73363 -3.27576
C 1.08031 -4.16599 -2.08946
C 0.63865 -5.47901 -1.41440
C 1.81562 -6.36716 -0.99454
C 2.39223 -5.96145 0.36257
C 3.31644 -4.75184 0.23634
C 4.04688 -4.33190 1.51917
C 3.52070 -3.04652 2.16308
C 3.34748 -1.89238 1.17494
C 3.04015 -0.53185 1.84955
Si 1.28690 0.00248 1.56041
F 1.17399 1.61789 1.61653
C 0.12852 -0.60029 2.92776
C -0.78309 -1.78985 2.80608
O -1.63776 -2.05015 3.56151
I -0.48787 -3.14365 1.14690
H -0.70007 0.88506 -2.33171
H -2.20539 0.11764 -1.78000
H -2.08525 0.74545 -3.44221
H 0.62959 -1.34699 -1.97949
H 0.84041 -0.29743 -3.38847
H 0.22843 -2.26602 -4.85816
H 1.77569 -2.41075 -4.01259
H 0.24617 -4.51480 -4.04410
H -0.82029 -3.63268 -2.95406
H 1.05517 -3.35443 -1.35121
H 2.12762 -4.24970 -2.40803
H -0.03917 -6.02958 -2.07625
H 0.05578 -5.24273 -0.51437
H 2.60773 -6.26691 -1.74970
H 1.52496 -7.42172 -0.98615
H 1.55997 -5.69831 1.03171
H 2.92132 -6.79590 0.83811
H 4.04408 -4.96616 -0.55518
H 2.71739 -3.91040 -0.13004
H 5.11583 -4.20665 1.31333
H 3.97373 -5.13885 2.25927
H 4.21143 -2.74148 2.95836
H 2.55586 -3.24331 2.65297
H 4.24593 -1.79658 0.55533
H 2.54086 -2.15690 0.48221
H 3.69869 0.24137 1.43868
H 3.24286 -0.58202 2.92579
H 0.84371 -0.41785 0.22039
H 0.73624 -0.82904 3.81509
H -0.53278 0.22429 3.22630
C -5.76947 -0.01773 3.56633
C -4.60031 -0.21799 2.60481
C -5.24582 -1.04719 1.50180
O -6.61430 -0.64372 1.45065
C -6.93089 0.14992 2.59566
H -5.64878 0.84212 4.22444
H -5.90926 -0.91026 4.17983
H -4.27665 0.74978 2.21031
H -3.74130 -0.71359 3.05491
H -5.19092 -2.11677 1.73086
H -4.79647 -0.88266 0.52069
H -7.03828 1.19689 2.29111
H -7.88470 -0.19090 3.00052
C 3.07891 5.57384 -1.22288
C 2.76827 4.98677 0.15334
C 2.97004 3.49777 -0.09743
O 3.98119 3.39564 -1.10235
C 4.21966 4.67623 -1.68652
H 3.35739 6.62646 -1.19753
H 2.21731 5.46457 -1.88452
H 3.48804 5.34929 0.88995
H 1.76605 5.21717 0.51248
H 2.05173 3.03065 -0.46824
H 3.29522 2.95244 0.78864
H 5.18646 5.05688 -1.34003
H 4.26426 4.56166 -2.77069
C -2.65842 4.12325 2.75633
C -3.58215 5.34018 2.77776
C -4.91288 4.70312 3.16013
O -4.59458 3.58967 3.99667
C -3.19538 3.31785 3.93268
H -1.60262 4.36912 2.86375
H -2.78809 3.56840 1.82437
H -3.26172 6.04536 3.54720
H -3.63051 5.86933 1.82703
H -5.44881 4.34632 2.27405
H -5.56993 5.37563 3.71269
H -2.72251 3.62269 4.87243
H -3.05865 2.24123 3.81133
C 1.17140 2.78022 -3.45439
C -0.06294 2.50017 -4.31055
C 0.27331 1.13052 -4.88818
O 1.06090 0.46492 -3.90164
C 1.47727 1.39537 -2.89943
H 1.00067 3.51567 -2.66923
H 1.99708 3.12980 -4.07794
H -0.95343 2.43889 -3.68108
H -0.24053 3.24801 -5.08226
H 0.85464 1.22383 -5.81178
H -0.60968 0.52368 -5.09832
H 0.91130 1.20306 -1.97971
H 2.53689 1.24560 -2.69049
```

As for the spin multiplicity: 1. For the energy, the calculation gives -2356.65504 hartree. The value obtained for the energy above the lowest of the compared OMol25 structures with the same formula, charge and spin is 127.6 kcal per mole. For the frontier orbital gap, the calculation gives 0.2411 hartree.

=====

This record from the OMol25 dataset describes a molecular structure, C13H4F5NO4SYb at a distorted geometry. The level of theory is ωB97M-V/def2-TZVPD.

XYZ file:
```
29
C13H4F5NO4SYb (ωB97M-V/def2-TZVPD)
Yb 0.12889 1.50733 -1.62138
F -6.15048 2.45565 -0.37236
C -4.83256 2.49218 -0.25498
C -4.01573 2.37922 -1.38425
F -4.49503 2.19674 -2.57999
C -2.64818 2.53910 -1.20507
F -1.81495 2.46780 -2.35706
C -2.07925 2.62328 0.04950
S -0.33221 3.01614 0.22891
C -2.89200 2.59740 1.16168
F -2.35588 2.68147 2.38819
C -4.29292 2.49586 1.02604
F -5.12662 2.39372 2.07768
O 2.22108 0.89387 -2.00945
C 2.93977 0.10620 -1.39766
C 2.48956 -1.02171 -0.62521
C 3.45697 -1.85214 -0.00011
C 3.06537 -2.90961 0.77781
C 1.75017 -3.13125 1.07385
C 0.75652 -2.33932 0.51436
C 1.07594 -1.23887 -0.26864
O 0.15305 -0.40637 -0.72181
N 4.16188 -3.82227 1.30810
O 3.79502 -4.67112 2.18892
O 5.26500 -3.66827 0.88899
H 4.03197 0.29714 -1.27232
H 4.48980 -1.59726 -0.12916
H 1.53905 -3.92748 1.81455
H -0.28422 -2.55746 0.70087
```

As for the spin multiplicity: 2. As for the charge: +1. For the energy, the calculation gives -2909.40545 hartree. The value obtained for the energy above the lowest of the compared OMol25 structures with the same formula, charge and spin is 1.8 kcal per mole. For the frontier orbital gap (alpha / beta), the calculation gives 0.2894 / 0.2647 hartree.

=====

This record from the OMol25 dataset describes a molecular structure, C27H52BrFeS5Si. The level of theory is ωB97M-V/def2-TZVPD.

XYZ file:
```
87
C27H52BrFeS5Si (ωB97M-V/def2-TZVPD)
Fe 0.81466 1.38982 -1.49808
C -1.08493 0.38850 -4.17603
C -1.82684 1.70598 -4.01965
S -0.91640 3.02271 -3.19093
C 0.29099 3.52749 -4.46839
C 1.74752 3.44982 -4.02188
S 2.18950 1.72146 -3.71505
C 3.88792 1.84661 -3.07247
C 4.01522 1.80659 -1.55766
S 3.73593 0.19727 -0.75968
C 1.47145 -1.48033 -0.58952
C 0.63822 -1.47570 -3.03907
S -0.67584 -0.31311 -2.55878
H -0.16122 0.52376 -4.73935
H -1.72329 -0.31166 -4.71876
H -2.72560 1.57459 -3.41272
H -2.15223 2.06493 -4.99780
H 0.05803 4.56159 -4.72424
H 0.13012 2.92576 -5.36490
H 1.89831 4.01359 -3.09951
H 2.39262 3.84276 -4.81020
H 4.28849 2.78663 -3.45935
H 4.44647 1.03800 -3.53847
H 3.39660 2.58037 -1.10771
H 5.05601 2.02691 -1.30467
H 0.43627 -1.41180 -0.27004
H 2.08563 -2.07100 0.07959
H 0.15218 -2.44074 -3.16653
H 0.99721 -1.14236 -4.01514
S 1.06978 4.38956 0.34994
C 1.16837 3.28109 -0.75420
C 2.24479 -3.79428 -3.17959
C 2.88623 -2.54105 -2.55759
C 3.79949 -3.05370 -1.43864
C 3.75595 -1.86703 -3.62682
C 1.79762 -1.55222 -2.05572
C 2.07635 -0.27364 -1.26478
H 3.02328 -4.53503 -3.37168
H 1.75499 -3.58790 -4.13209
H 1.51613 -4.24465 -2.50145
H 4.59727 -3.65032 -1.88759
H 3.25325 -3.70138 -0.75086
H 4.26692 -2.25092 -0.87413
H 4.37552 -2.61074 -4.13392
H 4.41411 -1.13229 -3.16842
H 3.14925 -1.36773 -4.38692
C -0.81658 -1.50427 4.83388
C -0.30660 -0.51979 3.77032
C 0.76221 -1.22251 2.91889
C 0.40875 0.63606 4.48662
Si -1.75459 0.14404 2.69611
Br -0.75305 1.17112 0.92908
C -2.86773 -1.24840 1.96739
C -3.89361 -1.72133 3.00946
C -2.03564 -2.46722 1.54548
C -3.61229 -0.78653 0.70265
C -2.74512 1.56234 3.54038
C -1.91279 2.85045 3.66660
C -3.20679 1.14457 4.94501
C -3.98391 1.93964 2.71452
H 0.02093 -1.80760 5.47011
H -1.23313 -2.41119 4.39547
H -1.57528 -1.06193 5.48136
H 1.56198 -1.57112 3.58075
H 1.21014 -0.54423 2.19454
H 0.38004 -2.08909 2.38364
H 1.28515 0.23798 5.00738
H -0.22213 1.11598 5.23428
H 0.75982 1.39434 3.78464
H -3.41923 -2.06093 3.93122
H -4.45580 -2.56677 2.59988
H -4.61561 -0.94700 3.26613
H -1.55424 -2.96121 2.38874
H -1.26922 -2.20364 0.81733
H -2.69820 -3.19889 1.07161
H -4.25550 0.07259 0.87120
H -4.24343 -1.60810 0.34739
H -2.91350 -0.53761 -0.09610
H -1.01600 2.72302 4.26750
H -2.52856 3.61404 4.15315
H -1.60913 3.23758 2.69534
H -2.36712 1.00156 5.62488
H -3.79890 0.22859 4.94073
H -3.83227 1.93855 5.36554
H -3.71576 2.22545 1.69587
H -4.46677 2.80424 3.18097
H -4.72280 1.14106 2.67152
```

As for the spin multiplicity: 6. For the energy, the calculation gives -7178.09026 hartree. The value obtained for the energy above the lowest of the compared OMol25 structures with the same formula, charge and spin is 20.9 kcal per mole. For the frontier orbital gap (alpha / beta), the calculation gives 0.2035 / 0.2818 hartree.

=====

Question: Which of these has the lowest spin multiplicity?
Answer: C31H62FIO6Si